# 1
Molecular formula: C11H16BrCsN2S4Sb
Method: DFT, ωB97M-V/def2-TZVPD

## Properties
ΔE to the lowest compared entry with this formula, charge and spin: 0.00 kJ/mol
E_tot: -4965.4609 a.u.
Net charge: -2
2S+1: 2

Cartesian coordinates (Å):
Cs  -2.44034  1.58954  1.47417
S  1.18581  1.82520  5.59813
Sb  -0.28075  3.14904  4.35448
S  -2.49790  2.35775  4.53792
S  0.38073  2.94579  2.09245
Br  -1.83882  -0.04794  -6.44877
C  -2.08596  0.28447  -4.53199
C  -1.34186  1.25878  -3.91116
C  -1.56544  1.50472  -2.55965
C  -2.50015  0.82194  -1.76023
C  -3.19252  -0.16693  -2.47915
C  -3.01828  -0.44371  -3.83286
H  -0.60441  1.83307  -4.45887
H  -0.95287  2.28987  -2.12242
H  -3.93388  -0.78005  -1.97065
H  -3.61379  -1.20537  -4.32395
C  1.11910  0.24560  -0.48066
N  1.14813  -1.15316  -0.11065
C  0.74237  -2.01781  -1.19460
C  1.13355  -1.60753  1.17043
S  0.57355  -3.15531  1.52054
N  1.64465  -0.87482  2.17502
C  2.64700  0.16128  2.05396
C  1.38215  -1.23326  3.55075
H  0.24154  0.42713  -1.10541
H  2.01060  0.50896  -1.05757
H  1.04476  0.90186  0.37960
H  1.52640  -2.04938  -1.95824
H  -0.18285  -1.65220  -1.65021
H  0.56821  -3.02051  -0.81111
H  3.10886  0.15343  1.07008
H  3.42083  -0.03780  2.80035
H  2.22279  1.15141  2.25906
H  0.43989  -1.77280  3.63232
H  1.33095  -0.31888  4.14772
H  2.17798  -1.87236  3.95119

Atomic partial charges in e from the natural (NBO) method, atoms 1 to 4:
1. Cs 0.92
2. S -0.90
3. Sb 1.04
4. S -1.01

# 2
Molecular formula: C14H20N2O5S
Method: DFT, ωB97M-V/def2-TZVPD

## Properties
ΔE to the lowest compared entry with this formula, charge and spin: 0.00 kJ/mol
E_tot: -1429.4218 a.u.
SMILES: CNC(=O)[C@H](CS)NC(C)=O.O=C(O)Cc1ccc(O)cc1

Cartesian coordinates (Å):
C  1.20973  4.58314  4.09439
N  0.36477  3.81367  3.18262
C  0.43872  3.89423  1.84648
O  1.21101  4.67387  1.29611
C  -0.54257  3.03476  1.01397
C  -0.75175  1.61292  1.57816
S  0.75518  0.60989  1.47199
N  -0.10521  2.94887  -0.38791
C  -0.84482  2.87550  -1.49325
C  -2.35444  2.77060  -1.39381
O  -0.31668  2.92683  -2.59361
H  1.02966  5.65031  3.95012
H  2.26098  4.37810  3.88013
H  0.99454  4.31557  5.12977
H  -0.27826  3.15118  3.58252
H  -1.49790  3.55592  1.06024
H  -1.07846  1.66303  2.61636
H  -1.53393  1.11184  1.00719
H  0.68081  0.44293  0.13975
H  0.88199  3.07989  -0.55319
H  -2.76237  2.72318  -2.40240
H  -2.61861  1.85913  -0.86452
H  -2.75090  3.64504  -0.88438
O  -0.91712  -0.30431  -1.21048
C  -1.15048  -1.39378  -1.70592
O  -1.32265  -1.61566  -3.03571
C  -1.25887  -2.58261  -0.75721
C  -0.10452  -3.52960  -0.96673
C  -0.29210  -4.79009  -1.55461
C  0.80497  -5.63277  -1.76554
C  2.08686  -5.23201  -1.39203
O  3.14756  -6.05977  -1.61698
C  2.27645  -3.98428  -0.79747
C  1.18662  -3.13501  -0.58552
H  -1.36141  -2.56897  -3.18586
H  -1.25522  -2.22321  0.27670
H  -2.21388  -3.08695  -0.92397
H  -1.28171  -5.12679  -1.85025
H  0.67257  -6.60850  -2.22212
H  3.97213  -5.62468  -1.34968
H  3.26877  -3.66148  -0.50155
H  1.35054  -2.15996  -0.13177

Atomic partial charges in e from the natural (NBO) method, atoms 1 to 4:
1. C -0.41
2. N -0.61
3. C 0.66
4. O -0.62

# 3
Molecular formula: C2H13N2O4
Method: DFT, ωB97M-V/def2-TZVPD

## Properties
ΔE to the lowest compared entry with this formula, charge and spin: 51.19 kJ/mol
E_tot: -494.2650 a.u.
Net charge: +1

Cartesian coordinates (Å):
N  -0.15725  0.29563  -1.61505
C  0.03316  -0.72864  -0.56624
C  -1.25571  -0.71084  0.19172
N  -1.48960  -1.45060  1.27543
O  -2.18407  -0.12440  -0.36661
H  -1.17769  0.35139  -1.75101
H  0.11062  1.17149  -1.16979
H  0.45645  0.18256  -2.43088
H  0.87602  -0.50090  0.08175
H  0.39485  -1.66745  -0.98761
H  -0.68627  -1.89358  1.69305
H  -2.21952  -1.30343  1.93036
H  -1.40711  2.97047  0.12869
H  -0.14934  2.68903  1.12074
O  -0.77130  2.34868  0.46546
H  2.66521  1.85670  -0.74908
H  3.53574  1.06043  -1.78825
O  2.68249  1.17497  -1.41586
H  2.70536  -1.72177  1.60918
H  1.68662  -1.41974  2.75472
O  1.79066  -1.52225  1.80056

Atomic partial charges in e from the natural (NBO) method, atoms 1 to 4:
1. N -0.69
2. C -0.35
3. C 0.66
4. N -0.77

Number 1 is which compound?
C11H16BrCsN2S4Sb

The highest ΔE to the lowest compared entry with this formula, charge and spin belongs to which entry?
C2H13N2O4